w) Molecular formula: C4H11N3
Method: DFT, the ωB97M-V functional and the def2-TZVPD basis

Cartesian coordinates (Å):
C (0.661, -0.617, -1.858)
C (-0.766, -0.431, -1.103)
C (-1.136, -1.501, -0.052)
C (-0.272, 1.289, 0.434)
H (1.402, -0.818, -1.026)
H (0.572, -1.440, -2.604)
H (0.887, 0.287, -2.497)
H (-1.566, -0.346, -1.935)
H (-0.149, -1.942, 0.231)
H (-1.945, -2.340, -0.254)
H (-1.539, -0.979, 0.777)
H (-0.371, 2.302, 0.773)
H (0.589, -0.262, 1.072)
H (0.668, 2.285, 2.464)
H (2.073, 1.514, 2.511)
N (-0.923, 0.919, -0.517)
N (0.748, 0.718, 1.158)
N (1.069, 1.363, 2.425)

Gap between HOMO and LUMO: 9.66 eV
SMILES: CC(C)/N=C\NN



x) Molecular formula: C4H11N3
Method: DFT, the ωB97M-V functional and the def2-TZVPD basis

Cartesian coordinates (Å):
C (0.427, -0.466, -0.116)
C (0.253, 0.582, 1.008)
C (-0.782, -1.414, -0.142)
N (0.635, 0.215, -1.388)
N (1.645, -1.210, 0.212)
C (-0.646, 1.744, 0.762)
N (-1.400, 1.846, -0.237)
H (-0.126, 0.866, -1.544)
H (0.625, -0.464, -2.144)
H (1.546, -2.205, -0.011)
H (2.432, -0.829, -0.333)
H (-1.942, 2.706, -0.290)
H (-0.116, 0.067, 1.899)
H (1.231, 0.970, 1.250)
H (-0.549, 2.523, 1.531)
H (-0.665, -2.153, -0.934)
H (-1.686, -0.839, -0.329)
H (-0.881, -1.940, 0.805)

Gap between HOMO and LUMO: 10.02 eV
SMILES: [H]/N=C/CC(C)(N)N



y) Molecular formula: C4H11N3
Method: DFT, the ωB97M-V functional and the def2-TZVPD basis

Cartesian coordinates (Å):
C (-0.087, -0.488, -0.945)
C (-0.892, 0.518, -0.149)
C (-0.383, 0.623, 1.284)
C (0.998, 0.550, 1.480)
N (1.498, 0.410, 2.807)
N (-1.289, 0.767, 2.225)
N (0.061, -1.236, -3.450)
H (-0.138, -1.510, -0.532)
H (0.988, -0.319, -0.775)
H (-0.796, 1.547, -0.627)
H (-1.964, 0.297, -0.185)
H (1.758, 0.645, 0.722)
H (1.551, -0.573, 3.055)
H (0.922, 0.872, 3.501)
H (-0.684, -1.788, -3.850)
H (-2.061, 1.200, 1.719)
H (0.722, -0.871, -4.126)
H (-0.205, -0.643, -2.156)

Gap between HOMO and LUMO: 3.92 eV



z) Molecular formula: C4H11N3
Method: DFT, the ωB97M-V functional and the def2-TZVPD basis

Cartesian coordinates (Å):
C (1.627, -0.763, -0.824)
N (0.252, -0.907, -0.400)
N (-0.735, -1.177, -1.350)
H (-0.340, -1.133, -2.300)
H (2.286, -0.913, 0.039)
H (1.897, -1.532, -1.557)
H (1.846, 0.211, -1.268)
C (0.202, 1.490, 0.494)
C (-1.090, -0.394, 1.608)
C (-0.506, 0.156, 0.308)
N (-1.506, 0.135, -0.773)
H (-1.336, 0.887, -1.442)
H (-0.502, 2.232, 0.885)
H (-0.306, -0.522, 2.362)
H (0.590, 1.888, -0.449)
H (1.032, 1.410, 1.204)
H (-1.573, -1.364, 1.450)
H (-1.836, 0.295, 2.014)

Gap between HOMO and LUMO: 8.39 eV
SMILES: CN1NNC1(C)C



Question: of the structures shown, which is the most stable? Reply: x).